Record 1
The molecule C2H3N3O. Source: the Open Molecules 2025 dataset; level of theory: the ωB97M-V functional and the def2-TZVPD basis.

Its structure (SMILES) is Oc1nnc[nH]1. Its orbital gap is 10.34 eV. Its multiplicity is 1. As for the total energy: -317.48774 Eh. As for the HOMO energy: -9.723 eV.

Positions of all 9 atoms, in Å:
1 C 1.43411 0.02675 -0.08638
2 N 1.02630 1.05564 -0.74419
3 C -0.70796 -0.00564 -0.06717
4 N -0.37419 1.06277 -0.70066
5 H 2.46475 -0.30222 -0.02809
6 H -2.52937 0.03395 -0.39145
7 N 0.36561 -0.72711 0.42830
8 O -1.92700 -0.48893 0.15505
9 H 0.24775 -0.65520 1.43459

Record 2
The molecule C2H3N3O. Source: the Open Molecules 2025 dataset; level of theory: the ωB97M-V functional and the def2-TZVPD basis.

Its structure (SMILES) is Oc1c[nH]nn1. Its orbital gap is 10.03 eV. Its multiplicity is 1. As for the total energy: -317.46178 Eh. As for the HOMO energy: -9.162 eV.

Positions of all 9 atoms, in Å:
1 H -0.36434 -1.83719 1.68419
2 N -1.29494 -0.64757 0.33637
3 N -0.99663 0.28481 -0.46429
4 H 0.53588 1.92170 -1.65972
5 C 0.30300 0.42249 -0.34567
6 N -0.28988 -1.01770 1.03737
7 H 1.85002 -0.70902 1.03414
8 C 0.91524 -0.36915 0.65982
9 O 1.09240 1.24596 -1.16370

Record 3
A structure of composition C2H3N3O2. Source: the Open Molecules 2025 dataset; level of theory: the ωB97M-V functional and the def2-TZVPD basis.

Its orbital gap is 8.84 eV. Its multiplicity is 1. As for the total energy: -392.51655 Eh. As for the HOMO energy: -9.196 eV.

Positions of all 10 atoms, in Å:
1 N -1.43689 0.82153 0.58984
2 C -0.30526 1.41720 0.20402
3 O 0.33688 -1.89412 -0.13335
4 N -0.02238 -0.62645 -0.27226
5 N 1.90313 0.50413 -0.60398
6 H 2.03833 1.60656 -0.97152
7 H -0.25898 2.50314 0.41919
8 O -1.32403 -0.43354 0.30841
9 C 0.70758 0.51458 -0.18812
10 H 0.59702 -1.97360 1.06126

Copy entry 2 word for word.
The molecule C2H3N3O. Source: the Open Molecules 2025 dataset; level of theory: the ωB97M-V functional and the def2-TZVPD basis.

Its structure (SMILES) is Oc1c[nH]nn1. Its orbital gap is 10.03 eV. Its multiplicity is 1. As for the total energy: -317.46178 Eh. As for the HOMO energy: -9.162 eV.

Positions of all 9 atoms, in Å:
1 H -0.36434 -1.83719 1.68419
2 N -1.29494 -0.64757 0.33637
3 N -0.99663 0.28481 -0.46429
4 H 0.53588 1.92170 -1.65972
5 C 0.30300 0.42249 -0.34567
6 N -0.28988 -1.01770 1.03737
7 H 1.85002 -0.70902 1.03414
8 C 0.91524 -0.36915 0.65982
9 O 1.09240 1.24596 -1.16370

Copy entry 2 word for word.
The molecule C2H3N3O. Source: the Open Molecules 2025 dataset; level of theory: the ωB97M-V functional and the def2-TZVPD basis.

Its structure (SMILES) is Oc1c[nH]nn1. Its orbital gap is 10.03 eV. Its multiplicity is 1. As for the total energy: -317.46178 Eh. As for the HOMO energy: -9.162 eV.

Positions of all 9 atoms, in Å:
1 H -0.36434 -1.83719 1.68419
2 N -1.29494 -0.64757 0.33637
3 N -0.99663 0.28481 -0.46429
4 H 0.53588 1.92170 -1.65972
5 C 0.30300 0.42249 -0.34567
6 N -0.28988 -1.01770 1.03737
7 H 1.85002 -0.70902 1.03414
8 C 0.91524 -0.36915 0.65982
9 O 1.09240 1.24596 -1.16370